Record 1
The following is a DFT calculation (ωB97M-V/def2-TZVPD) of a 2-piece molecular cluster, C3H10NO2 overall at a distorted geometry.

Atoms and positions in Å:
C: -0.61846 1.25305 0.79444
C: -1.32957 -0.82935 -0.26321
C: 1.06601 -0.27896 -0.13188
N: -0.33424 0.25830 -0.26927
O: 1.16375 -1.00227 0.97277
O: 2.05348 0.58274 -0.37718
H: -1.57655 1.73451 0.60534
H: -0.65516 0.74721 1.75774
H: 0.16371 2.01126 0.81699
H: -1.07462 -1.54438 -1.04746
H: -1.30110 -1.34747 0.69428
H: -2.32599 -0.43089 -0.43445
H: 0.84907 -1.57401 -1.90271
H: -0.38759 0.73529 -1.17748
H: 2.08015 -1.10662 1.26749
H: 2.22713 0.79161 -1.30543

Computed properties:
Relative energy (zero: lowest compared OMol25 entry of this formula, charge and spin), kJ/mol: 450.6
Net charge: +1
2S+1: 1
Total energy, eV: -8847.671
HOMO-LUMO gap (alpha / beta), eV: 8.6 / 9.8


Record 2
The following is a DFT calculation (ωB97M-V/def2-TZVPD) of a 3-piece molecular cluster, C3H10NO2 overall at a distorted geometry.

Atoms and positions in Å:
C: -1.29888 -1.04096 0.75037
C: -1.77512 -2.18711 0.26210
C: 0.91742 -1.81863 0.37272
N: 0.07420 -0.87699 0.53377
H: -1.77900 -0.16334 1.21994
H: -1.21612 -3.11645 0.03269
H: -2.90865 -2.23577 -0.09191
H: 1.90763 -1.66035 0.77933
H: 0.74164 -2.74720 -0.14423
H: 0.29632 0.13066 0.80056
H: 0.50622 2.90269 -2.91355
H: 0.57993 4.12171 -1.83343
O: 0.73276 3.14912 -1.88315
H: 1.21212 1.82926 -0.09889
H: 0.80060 2.20071 1.38195
O: 1.20895 1.51265 0.83173

Computed properties:
Relative energy (zero: lowest compared OMol25 entry of this formula, charge and spin), kJ/mol: 315.6
Net charge: +1
2S+1: 1
Total energy, eV: -8849.069
HOMO-LUMO gap, eV: 8.9


Record 3
The following is a DFT calculation (ωB97M-V/def2-TZVPD) of a 2-piece molecular cluster, C3H10NO2 overall at a distorted geometry.

Atoms and positions in Å:
C: 1.64636 -0.44751 -0.68064
C: -1.33169 1.07164 -1.09390
C: 0.10673 0.44946 0.74411
N: -0.55446 -0.87205 1.31873
O: 0.81507 0.96779 1.75184
O: -0.79412 1.27217 0.21688
H: 2.30639 -0.87842 0.04748
H: 1.07387 -1.13048 -1.28409
H: 1.99842 0.43721 -1.17437
H: -1.00737 0.12770 -1.52446
H: -0.99822 1.89397 -1.72553
H: -2.41804 1.10099 -1.00866
H: -0.97617 -0.66143 2.23528
H: 0.17791 -1.57790 1.45406
H: -1.28146 -1.23058 0.68863
H: 0.63482 1.90959 1.89494

Computed properties:
Relative energy (zero: lowest compared OMol25 entry of this formula, charge and spin), kJ/mol: 332.9
Net charge: +1
2S+1: 1
Total energy, eV: -8848.890
HOMO-LUMO gap, eV: 9.9


- Among the records above, which one has the lowest relative energy (zero: lowest compared OMol25 entry of this formula, charge and spin)?
  number 2


- Number 3 is which compound?
  C3H10NO2


- Which value of 2S+1 does entry 1 give?
  1